{
  "formula": "C54H47Br2N9O6Sr",
  "method": "ωB97M-V/def2-TZVPD",
  "symbols": ["Sr", "N", "C", "N", "C", "N", "N", "C", "C", "C", "C", "C", "C", "N", "C", "C", "C", "C", "C", "C", "H", "H", "H", "H", "H", "H", "H", "H", "H", "H", "H", "C", "C", "C", "O", "C", "C", "O", "C", "O", "C", "C", "C", "C", "C", "C", "C", "C", "C", "C", "C", "C", "C", "O", "C", "C", "C", "C", "C", "C", "C", "C", "C", "C", "C", "C", "H", "H", "H", "H", "H", "H", "H", "H", "H", "H", "H", "H", "H", "H", "H", "H", "H", "H", "H", "H", "H", "H", "H", "H", "H", "H", "H", "H", "Br", "N", "C", "N", "N", "C", "N", "H", "H", "H", "H", "Br", "C", "C", "C", "C", "C", "C", "C", "O", "O", "H", "H", "H", "H"],
  "coordinates": [[-0.418, 0.224, 1.032], [0.954, 5.160, 1.003], [1.070, 3.803, 1.008], [0.366, 3.003, 0.298], [-0.625, 3.544, -0.545], [-1.536, 2.843, -1.090], [-1.544, 1.492, -0.923], [-2.388, 0.854, -0.227], [-2.491, -0.665, -0.184], [-3.511, -1.287, -0.969], [-3.968, -2.528, -0.616], [-3.453, -3.173, 0.527], [-2.553, -2.465, 1.290], [-2.172, -1.207, 1.020], [-0.653, 5.013, -0.752], [-1.458, 5.637, -1.701], [-1.542, 7.017, -1.760], [-0.816, 7.796, -0.855], [0.003, 7.195, 0.079], [0.097, 5.802, 0.120], [1.425, 5.691, 1.714], [1.820, 3.379, 1.675], [-3.075, 1.367, 0.465], [-3.896, -0.783, -1.845], [-4.730, -3.011, -1.215], [-3.764, -4.167, 0.814], [-2.121, -2.891, 2.194], [-2.026, 5.006, -2.378], [-2.182, 7.491, -2.497], [-0.898, 8.880, -0.879], [0.568, 7.789, 0.792], [4.232, -3.427, -2.851], [2.746, -3.511, -2.555], [2.130, -4.704, -3.268], [2.539, -3.641, -1.163], [1.628, -2.626, -0.679], [1.435, -1.680, -1.873], [2.127, -2.313, -2.967], [-0.052, -1.379, -2.244], [-0.662, -1.026, -1.033], [-0.098, -0.267, -3.330], [-1.314, 0.354, -3.612], [-1.429, 1.326, -4.596], [-0.318, 1.688, -5.355], [0.897, 1.072, -5.099], [1.008, 0.110, -4.093], [-0.640, -2.676, -2.877], [-0.608, -2.938, -4.251], [-1.122, -4.123, -4.771], [-1.680, -5.078, -3.929], [-1.711, -4.833, -2.560], [-1.194, -3.645, -2.049], [2.138, -1.930, 0.613], [1.242, -0.990, 0.996], [3.534, -1.313, 0.324], [3.642, 0.069, 0.182], [4.873, 0.663, -0.095], [6.016, -0.119, -0.226], [5.923, -1.496, -0.051], [4.693, -2.086, 0.226], [2.288, -2.958, 1.763], [2.601, -2.422, 3.018], [2.663, -3.230, 4.142], [2.402, -4.598, 4.044], [2.082, -5.138, 2.807], [2.028, -4.323, 1.671], [4.728, -4.331, -2.481], [4.657, -2.559, -2.347], [4.388, -3.340, -3.931], [2.638, -5.617, -2.939], [2.243, -4.593, -4.351], [1.068, -4.780, -3.025], [0.682, -3.089, -0.412], [1.901, -0.719, -1.656], [-2.187, 0.062, -3.051], [-2.389, 1.801, -4.770], [-0.401, 2.440, -6.132], [1.770, 1.334, -5.687], [1.966, -0.366, -3.928], [-0.182, -2.206, -4.925], [-1.085, -4.299, -5.840], [-2.092, -5.996, -4.336], [-2.145, -5.563, -1.884], [-1.234, -3.454, -0.987], [2.751, 0.661, 0.319], [4.938, 1.743, -0.197], [6.976, 0.340, -0.446], [6.813, -2.114, -0.129], [4.625, -3.159, 0.367], [2.755, -1.348, 3.098], [2.902, -2.787, 5.106], [2.436, -5.231, 4.926], [1.865, -6.198, 2.717], [1.790, -4.769, 0.712], [1.335, 1.221, 3.066], [-5.059, -1.470, 3.273], [-4.901, -1.160, 4.577], [-5.971, -1.442, 5.400], [-3.854, -0.635, 5.108], [-2.720, -0.431, 4.406], [-1.683, -0.221, 3.920], [-5.814, -2.057, 2.977], [-4.271, -1.401, 2.657], [-6.880, -1.412, 4.972], [-5.908, -0.977, 6.288], [1.032, 7.532, 5.749], [-0.027, 6.404, 4.616], [0.257, 5.050, 4.546], [-0.532, 4.243, 3.724], [-1.586, 4.785, 3.000], [-1.839, 6.149, 3.080], [-1.063, 6.976, 3.891], [-2.478, 3.877, 2.153], [-3.568, 4.369, 1.774], [-1.990, 2.736, 1.939], [1.071, 4.614, 5.116], [-0.315, 3.176, 3.645], [-2.665, 6.550, 2.507], [-1.268, 8.035, 3.968]],
  "forces_ev_per_angstrom": [[2.3, 3.1, 2.5], [-0.1, 0.0, -0.2], [0.1, -0.1, -0.1], [-0.4, 0.0, -0.6], [0.4, 0.1, 0.4], [-0.9, -0.4, 0.3], [0.1, 0.0, -0.8], [-1.6, 1.3, -1.0], [-1.5, -0.3, 0.2], [0.2, 0.1, 0.0], [0.0, 0.0, 0.2], [0.0, 0.2, -0.2], [0.1, 0.2, 0.0], [-1.9, -1.6, -0.6], [0.0, -0.2, 0.1], [-0.1, 0.1, -0.1], [0.1, -0.1, 0.0], [-0.1, 0.0, -0.1], [0.1, 0.0, 0.1], [0.1, 0.0, 0.0], [0.0, 0.0, 0.1], [-0.2, 0.0, 0.0], [0.1, 0.0, -0.3], [0.0, 0.0, 0.0], [0.0, 0.0, 0.0], [0.0, 0.0, 0.0], [-0.1, 0.1, 0.0], [0.0, 0.1, 0.1], [0.0, 0.0, 0.1], [0.0, -0.1, 0.0], [-0.1, -0.1, -0.1], [0.2, 0.0, 0.1], [0.0, -0.1, 0.1], [-0.2, -0.1, 0.0], [-0.1, 0.3, 0.0], [0.1, -0.1, -0.3], [0.0, -0.2, 0.1], [-0.1, 0.2, 0.2], [-0.1, 0.0, 0.4], [0.2, -0.8, -1.7], [0.1, -0.1, 0.1], [0.0, 0.0, -0.2], [0.1, -0.1, 0.0], [-0.1, -0.1, 0.1], [0.0, -0.1, 0.1], [-0.1, 0.1, 0.0], [-0.1, 0.3, 0.0], [-0.1, -0.1, 0.0], [0.0, 0.1, 0.2], [0.0, 0.0, 0.1], [0.0, 0.1, -0.1], [-0.1, -0.2, 0.0], [0.5, -0.2, 0.1], [2.5, -2.3, -0.6], [0.0, 0.0, 0.2], [0.3, -0.1, -0.1], [-0.1, -0.1, 0.0], [-0.1, 0.0, 0.0], [-0.1, 0.0, 0.0], [0.0, 0.1, 0.0], [-0.1, 0.1, 0.0], [0.0, 0.0, 0.0], [0.0, 0.0, -0.1], [0.0, 0.1, -0.1], [0.0, 0.2, -0.1], [0.1, 0.0, 0.1], [0.0, 0.1, -0.1], [0.0, -0.1, -0.1], [0.0, 0.0, 0.1], [0.0, 0.1, -0.1], [0.0, 0.0, 0.1], [0.1, 0.0, 0.0], [-0.1, -0.1, 0.0], [0.1, 0.1, -0.1], [0.0, 0.0, 0.1], [0.1, 0.0, 0.0], [0.0, 0.0, 0.0], [0.0, 0.0, 0.0], [0.0, 0.1, 0.0], [0.0, 0.0, 0.0], [0.0, 0.0, 0.0], [0.0, 0.0, 0.0], [0.0, 0.0, 0.0], [0.0, 0.1, 0.0], [-0.1, 0.1, 0.1], [0.0, -0.1, 0.0], [-0.1, 0.0, 0.0], [0.0, 0.0, 0.0], [0.0, 0.0, 0.0], [-0.1, -0.1, 0.0], [0.0, 0.0, -0.1], [0.0, 0.0, 0.0], [0.0, 0.0, 0.0], [0.0, 0.0, 0.1], [0.9, 0.7, 1.1], [-0.2, 0.0, 0.1], [0.1, 0.0, -0.3], [0.0, -0.1, -0.1], [0.7, 0.3, 0.2], [0.3, 0.0, 0.0], [-1.2, -0.4, 0.2], [0.0, -0.1, 0.0], [0.3, 0.1, -0.2], [0.0, 0.1, 0.0], [0.0, 0.0, 0.1], [0.0, 0.0, 0.0], [-0.1, 0.0, -0.1], [0.0, -0.1, -0.1], [0.2, -0.1, 0.3], [-0.1, 0.1, 0.1], [0.1, 0.2, 0.2], [0.0, -0.2, -0.1], [-0.2, -0.1, -0.3], [0.5, -0.4, 0.1], [-0.5, 0.1, 0.0], [-0.1, 0.1, -0.1], [-0.1, 0.2, 0.0], [0.0, 0.0, 0.0], [0.0, 0.0, 0.0]],
  "total_charge": -2,
  "fmax_ha_per_bohr": 0.0897,
  "e_tot_ha": -8209.13224,
  "homo_lumo_gap_ev": 6.00
}